Record 1
Entry from OMol25: a 2-piece molecular cluster, C5H7BFNO3 overall at a distorted geometry (wB97M-V/def2-TZVPD).

Strongest force on any atom in eV/Å: 4.46
Calculated total energy in hartree: -599.96067
SMILES: C=C/C=C\NC(=O)F.O=BO

Geometry as ORCA input:
```
! RIJCOSX wB97M-V def2-TZVPD def2/J DEFGRID3
* xyz 0 1
B 3.4485 0.6153 -0.2846
C -2.7622 0.0909 -0.4305
C -2.0659 0.5142 0.7448
C -2.0263 -0.3628 -1.4601
C -0.8457 0.6718 1.2155
C 0.8140 -0.8621 0.5249
N 0.2808 0.3566 0.4759
O 2.8217 1.6406 -0.0750
O 4.3240 -0.2654 -0.6511
O 1.8260 -1.4005 0.1269
F -0.1579 -1.8201 1.0163
H -3.8569 0.1131 -0.4905
H -2.7637 0.9192 1.5040
H -2.5307 -0.7385 -2.3705
H -0.4625 0.9993 2.2290
H 0.8806 1.0772 0.1449
H -0.9171 -0.4145 -1.2330
H 3.9934 -1.1345 -0.9870
*
```

Record 2
Entry from OMol25: a 3-piece molecular cluster, C29H59IN4O9S overall at a distorted geometry (wB97M-V/def2-TZVPD).

Strongest force on any atom in eV/Å: 6.54
Calculated total energy in hartree: -2732.27320
SMILES: CCC(=O)OCC[C@@]1(I)N[C@@H](OCCNC[C@@H](C)O)C[N@@+](CCCCNC(C)=O)(C(=O)[O-])[C@H]1S.CCOCC.CCOCC

Geometry as ORCA input:
```
! RIJCOSX wB97M-V def2-TZVPD def2/J DEFGRID3
* xyz 0 1
C 1.2782 -5.2590 -0.5097
C 1.3954 -5.0905 1.0709
C 2.3173 -3.8423 1.3075
O 3.4770 -4.0492 1.5430
O 1.7226 -2.6065 1.2697
C 2.6159 -1.5947 0.7292
C 1.9473 -0.1881 0.8442
C 1.0743 0.2689 -0.3856
I 0.3922 -1.4392 -1.6394
N -0.1653 0.8499 0.1717
C -0.7939 1.8433 -0.6919
O -1.8236 2.4790 0.0467
C -2.8075 3.0747 -0.7942
C -3.8025 2.0599 -1.4692
N -4.0169 0.8238 -0.6817
C -5.4079 0.3728 -0.9437
C -5.7054 0.0711 -2.4494
C -6.8347 -1.0513 -2.4661
O -6.2847 1.1948 -3.1476
C 0.1609 2.9509 -1.2808
N 1.6218 2.6919 -1.1013
C 2.3780 3.6440 -1.9847
C 2.3154 3.3605 -3.5360
C 3.7567 3.0400 -4.1408
C 3.7260 1.9922 -5.3169
N 4.5105 0.8010 -4.8847
C 4.8555 -0.0676 -5.9917
C 4.0412 -1.4167 -6.0842
O 5.7225 0.1522 -6.7946
C 2.0538 3.0455 0.3283
O 1.2142 3.3047 1.1758
O 3.2854 3.0173 0.6472
C 1.8340 1.2442 -1.4092
S 3.6018 0.7546 -1.5434
H 0.3628 -4.7596 -0.8974
H 2.2192 -4.8566 -0.9539
H 1.1790 -6.3505 -0.7125
H 0.4106 -5.0015 1.5843
H 1.8784 -6.0232 1.4566
H 3.0238 -1.8478 -0.2752
H 3.5021 -1.5818 1.4234
H 2.7126 0.5701 1.1496
H 1.2416 -0.2523 1.7156
H -0.8259 0.0785 0.2816
H -1.2445 1.2795 -1.5672
H -3.4317 3.7287 -0.1254
H -2.4079 3.7488 -1.5930
H -4.7669 2.6089 -1.6476
H -3.3335 1.7370 -2.4409
H -3.9169 1.0076 0.3212
H -5.5200 -0.6070 -0.3987
H -6.1273 1.0839 -0.4619
H -4.7964 -0.2897 -2.9977
H -6.5068 -1.9922 -1.9735
H -7.7079 -0.5950 -1.9312
H -7.1262 -1.2085 -3.5394
H -7.1943 0.9849 -3.4046
H -0.1524 3.9233 -0.8205
H -0.1183 3.0567 -2.3643
H 3.4515 3.7550 -1.7077
H 1.9229 4.6549 -1.8052
H 1.5414 2.6286 -3.8612
H 2.0289 4.3355 -4.0163
H 4.1497 3.9967 -4.5815
H 4.4917 2.7659 -3.3450
H 2.7064 1.7499 -5.6982
H 4.2789 2.4510 -6.1883
H 5.3857 1.1812 -4.5087
H 3.5732 -1.6110 -5.0894
H 3.2573 -1.2499 -6.8613
H 4.7145 -2.2481 -6.3854
H 1.3940 1.0072 -2.4116
H 4.1853 0.8936 -0.3127
C -5.6933 2.7074 2.7372
C -4.6834 3.8306 2.9064
O -5.0709 5.0413 2.2765
C -6.2846 5.6234 2.7250
C -6.2813 5.9772 4.2023
H -5.8713 2.5108 1.6755
H -5.3272 1.7928 3.2082
H -6.6562 2.9521 3.1882
H -3.7414 3.5285 2.4438
H -4.4647 4.0056 3.9647
H -7.1301 4.9714 2.4792
H -6.4213 6.5368 2.1425
H -6.1547 5.0964 4.8339
H -7.2228 6.4549 4.4793
H -5.4616 6.6624 4.4283
C 5.8652 -7.4210 5.5276
C 4.4774 -7.7139 4.9830
O 3.4287 -7.2177 5.7987
C 3.4074 -5.8143 6.0090
C 3.2751 -5.0091 4.7281
H 5.9765 -7.8371 6.5322
H 6.6278 -7.8574 4.8796
H 6.0590 -6.3495 5.5956
H 4.3401 -8.7956 4.9304
H 4.3715 -7.3391 3.9592
H 4.2903 -5.5038 6.5784
H 2.5441 -5.6117 6.6465
H 4.1179 -5.1686 4.0547
H 3.2253 -3.9423 4.9539
H 2.3684 -5.2952 4.1897
*
```

Record 3
Entry from OMol25: C51H36F20GeIMoN3OP2SSiTe as an isolated structure at a distorted geometry (wB97M-V/def2-TZVPD).

Strongest force on any atom in eV/Å: 1.95
Expectation value of S²: 2.03
Calculated total energy in hartree: -8283.30759

Geometry as ORCA input:
```
! RIJCOSX wB97M-V def2-TZVPD def2/J DEFGRID3
* xyz 0 3
Mo -1.1985 -0.6955 -0.1231
N 0.4928 1.1070 2.3159
P 1.3827 -0.2689 1.9821
C 1.8688 -0.9190 3.6024
C 1.6831 -2.2023 4.1437
C 2.2108 -2.4938 5.3934
C 2.8907 -1.5145 6.1143
C 3.0678 -0.2446 5.5960
C 2.5805 0.0344 4.3393
C 2.9426 0.2376 1.3032
C 4.0785 -0.5322 1.5695
C 5.3138 -0.1174 1.0849
C 5.4026 1.0352 0.3214
C 4.2665 1.7817 0.0123
C 3.0321 1.3748 0.5038
P -1.1078 1.1531 1.7529
C -2.0283 1.4503 3.3371
C -1.6828 0.7466 4.4854
C -2.3674 0.9569 5.6732
C -3.3593 1.9078 5.7597
C -3.7301 2.6127 4.6263
C -3.0715 2.3746 3.4176
C -1.2417 2.7674 0.9595
C -2.4138 3.0320 0.2511
C -2.5953 4.2564 -0.3761
C -1.5767 5.1945 -0.3671
C -0.3829 4.9141 0.2814
C -0.2122 3.7191 0.9527
H 0.6204 1.4790 3.2491
H 1.1562 -2.9652 3.5876
H 2.0991 -3.4948 5.8131
H 3.2558 -1.7463 7.1042
H 3.5944 0.5153 6.1591
H 2.7973 1.0109 3.9210
H 4.0331 -1.4206 2.1857
H 6.1965 -0.6729 1.3384
H 6.3823 1.3672 -0.0409
H 4.3370 2.6821 -0.5787
H 2.1337 1.9443 0.2801
H -0.9078 -0.0295 4.4642
H -2.1280 0.3847 6.5632
H -3.8888 2.0558 6.6958
H -4.4896 3.3717 4.6434
H -3.3559 2.9474 2.5558
H -3.2217 2.2922 0.1830
H -3.5328 4.4415 -0.9025
H -1.6986 6.1097 -0.9252
H 0.4073 5.6438 0.2389
H 0.7184 3.5118 1.4715
C -1.7068 2.0859 -3.0905
C -2.7554 1.1398 -2.6211
C -3.9555 1.1048 -3.3012
C -4.9681 0.2739 -2.8280
C -4.8359 -0.3899 -1.6347
C -3.6105 -0.2548 -0.9308
N -2.5827 0.4245 -1.4764
N -3.2707 -0.7434 0.2786
Si -4.6418 -1.1251 1.4699
C -5.8163 -2.4695 0.8734
C -4.1466 -1.3102 3.2474
C -5.6337 0.5032 1.5257
H -2.1032 2.8101 -3.8214
H -0.8979 1.5739 -3.6089
H -1.2928 2.6065 -2.2416
H -4.0817 1.7316 -4.1783
H -5.9067 0.2010 -3.3568
H -5.6624 -0.9728 -1.2169
H -5.2672 -3.1066 0.2095
H -6.7299 -2.0980 0.4087
H -6.0970 -3.0643 1.7288
H -4.0089 -2.3563 3.5284
H -5.0482 -0.9818 3.7717
H -3.2974 -0.7751 3.6207
H -5.9280 0.8865 0.5605
H -5.0745 1.2460 2.0633
H -6.5252 0.3437 2.1174
F 0.5444 -3.5275 1.9062
Te -1.3562 -3.1961 1.6820
F -1.0914 -1.5192 2.9056
F -3.3702 -3.2595 1.4467
F -1.3487 -4.8830 0.8415
F -1.7927 -3.8731 3.3238
O 0.6280 -1.0682 0.9498
I -1.3473 -2.8987 -1.7296
F 5.0724 0.0158 -2.8996
C 4.7332 -1.0478 -2.1527
C 3.4189 -1.3939 -1.8524
C 3.2502 -2.5047 -1.0395
F 2.0318 -2.9637 -0.7510
C 4.3076 -3.2278 -0.5109
F 4.0570 -4.2556 0.2995
C 5.6107 -2.8397 -0.8320
F 6.6482 -3.4931 -0.3239
C 5.8206 -1.7543 -1.6725
F 7.0635 -1.3767 -1.9656
Ge 1.8454 -0.5878 -2.7008
S 0.3412 0.4966 -1.5658
C 2.4945 0.8952 -3.8290
C 3.0576 0.6048 -5.0565
F 3.2284 -0.6708 -5.4323
C 3.5193 1.5639 -5.9364
F 4.1067 1.2244 -7.0834
C 3.3890 2.9037 -5.6041
F 3.8283 3.8555 -6.4427
C 2.8387 3.2604 -4.3900
F 2.7877 4.5422 -4.0050
C 2.4324 2.2551 -3.5087
F 1.9828 2.7330 -2.3270
C 1.2155 -1.9317 -3.9877
C 1.8175 -3.1624 -4.1884
F 2.8048 -3.6176 -3.3908
C 1.4502 -4.0319 -5.2077
F 2.0748 -5.1934 -5.3684
C 0.4437 -3.6271 -6.0972
F 0.0758 -4.4066 -7.1082
C -0.1640 -2.3874 -5.9445
F -1.1116 -2.0217 -6.8314
C 0.2084 -1.5930 -4.8759
F -0.4548 -0.4163 -4.7606
*
```

Record 4
Entry from OMol25: C22H36BBiN3O3P2 as an isolated structure at a distorted geometry (wB97M-V/def2-TZVPD).

Strongest force on any atom in eV/Å: 5.02
Expectation value of S²: 0.77
Calculated total energy in hartree: -2171.40930

Geometry as ORCA input:
```
! RIJCOSX wB97M-V def2-TZVPD def2/J DEFGRID3
* xyz 2 2
Bi -0.2166 0.4302 -1.9853
H 0.1032 0.4522 -5.3272
H -1.7956 0.3313 -3.9284
P -0.2030 -2.3788 -2.1350
P -0.3172 3.1595 -2.0983
C 1.3702 3.7321 -1.7627
H 1.4142 4.8255 -1.8923
H 1.6525 3.4857 -0.7230
H 2.0770 3.2451 -2.4521
C -0.6583 3.7513 -3.7865
H -1.7088 3.5721 -4.0664
H -0.4640 4.8347 -3.8361
H -0.0159 3.2420 -4.5248
C -1.4906 3.9343 -0.9472
H -1.3449 3.5952 0.0924
H -1.3702 5.0302 -0.9682
H -2.5202 3.6834 -1.2549
C 0.5273 -2.8291 -3.7443
H 0.6869 -3.9178 -3.7798
H -0.1092 -2.5246 -4.5894
H 1.5033 -2.3326 -3.8675
C 0.8698 -3.2340 -0.9471
H 0.4322 -3.2305 0.0633
H 1.0287 -4.2713 -1.3064
H 1.8394 -2.7200 -0.8719
C -1.8245 -3.1959 -1.9890
H -2.4942 -2.9191 -2.8194
H -1.7001 -4.2909 -1.9899
H -2.3134 -2.9019 -1.0453
C -2.4735 0.3521 -0.6087
O -3.2733 0.2605 0.2036
H -2.7232 -0.4972 -5.0429
H -2.7641 1.1698 -4.9975
H -1.0867 1.4113 -6.6405
H -0.9974 -0.5978 -6.6512
B -0.9173 0.4086 -5.9861
N -2.1539 0.3481 -4.9133
H 1.0713 0.4753 -3.2387
O 0.9398 2.9230 0.9837
C 0.9094 1.7346 1.3165
N 1.2295 1.2533 2.5800
C 0.8249 -0.0986 2.7785
C 0.3436 -0.4352 1.3665
O -0.1860 -1.5460 1.0920
N 0.4397 0.6451 0.5527
C 2.0386 -0.8398 3.3041
C 2.6687 -1.8694 2.6123
C 3.7573 -2.5306 3.2005
C 4.2224 -2.1346 4.4532
C 3.6224 -1.0546 5.1233
C 2.5206 -0.4152 4.5454
C -0.4030 -0.1682 3.6499
C -0.5899 -1.1379 4.6392
C -1.8029 -1.1755 5.3433
C -2.8392 -0.2997 5.0247
C -2.6719 0.6236 3.9839
C -1.4471 0.6988 3.3210
H 1.5306 1.8895 3.3258
H 2.3056 -2.1911 1.6359
H 4.2359 -3.3647 2.6717
H 5.0640 -2.6546 4.9269
H 3.9918 -0.7123 6.0931
H 2.0349 0.4010 5.0865
H 0.1857 -1.8755 4.8602
H -1.9526 -1.9120 6.1433
H -3.8025 -0.3481 5.5492
H -3.4897 1.2757 3.6732
H -1.3206 1.4299 2.5212
*
```

Record 5
Entry from OMol25: C3H6F3P as an isolated structure at a distorted geometry (wB97M-V/def2-TZVPD).

Strongest force on any atom in eV/Å: 5.49
Calculated total energy in hartree: -758.85218

Geometry as ORCA input:
```
! RIJCOSX wB97M-V def2-TZVPD def2/J DEFGRID3
* xyz 0 1
C 0.3356 1.0172 -0.2767
C -1.6096 -0.6060 -0.1020
C -0.8280 0.5311 0.5294
F 2.7980 0.3678 -1.2419
F 2.3757 0.4783 1.2413
F 2.3685 -1.4565 0.1007
P 1.7194 0.0408 -0.0609
H 0.2288 0.6960 -1.5940
H -2.0650 -0.3562 -1.1267
H -2.4564 -1.0488 0.5476
H -0.9003 -1.4286 -0.1855
H -1.5141 1.5051 0.6076
H -0.4525 0.2596 1.5613
*
```

Record 6
Entry from OMol25: one molecule with the formula CHF3O at a distorted geometry (wB97M-V/def2-TZVPD).

Strongest force on any atom in eV/Å: 2.64
Calculated total energy in hartree: -413.40459
SMILES: FOC(F)F

Geometry as ORCA input:
```
! RIJCOSX wB97M-V def2-TZVPD def2/J DEFGRID3
* xyz 0 1
C 0.3586 0.0117 -0.0786
O -0.9930 -0.5058 -0.2294
F 0.8366 -0.3427 1.1296
F 0.9580 -0.6984 -1.0473
F -1.8089 0.3893 0.4574
H 0.6487 1.1459 -0.2317
*
```